This record from OMol25 describes a molecular structure, C30H27Br4N8O9S2TeW. The level of theory is ωB97M-V/def2-TZVPD.

The total charge is -1. The calculation puts the total energy at -13702.17419 hartree. The value obtained for the orbital gap is 6.2 eV. As for the energy above the lowest of the compared OMol25 structures with the same formula, charge and spin: 31.54 kcal per mole.

Atoms and positions in Å:
W1 0.50 -0.85 0.04
Br1 1.59 -1.05 6.95
C1 1.44 -1.57 5.14
C2 2.04 -2.74 4.69
Br2 2.99 -3.85 5.88
C3 1.94 -3.11 3.34
Br3 2.70 -4.69 2.66
C4 1.27 -2.30 2.44
O1 1.14 -2.51 1.15
C5 0.64 -1.13 2.92
O2 0.00 -0.44 1.98
C6 0.73 -0.76 4.25
Br4 -0.17 0.80 4.77
O3 4.29 0.54 -0.01
C7 3.21 0.19 -0.40
O4 2.40 -0.62 0.33
C8 2.55 0.55 -1.67
C9 3.18 0.86 -2.81
C10 2.40 1.05 -4.02
C11 1.06 0.81 -4.06
C12 0.41 0.42 -2.88
C13 1.10 0.35 -1.59
O5 0.48 1.02 -0.53
N1 -0.86 -0.01 -2.86
O6 -1.66 0.08 -3.81
O7 -1.24 -0.56 -1.76
N2 3.08 1.43 -5.24
O8 2.42 1.55 -6.26
O9 4.29 1.59 -5.19
H1 4.25 0.95 -2.85
H2 0.51 0.89 -4.99
N3 2.70 4.76 4.98
C14 2.43 3.79 4.02
C15 3.25 2.67 3.89
C16 2.95 1.74 2.91
N4 1.91 1.85 2.08
C17 1.15 2.93 2.20
C18 1.37 3.92 3.14
H3 3.23 4.45 5.77
H4 1.92 5.35 5.23
H5 4.09 2.51 4.55
H6 3.57 0.86 2.78
H7 0.30 2.98 1.53
H8 0.70 4.78 3.19
N5 -2.36 -2.44 -0.57
C19 -3.33 -3.16 -0.01
C20 -2.98 -3.38 1.31
C21 -1.75 -2.73 1.46
N6 -1.38 -2.16 0.31
H9 -2.28 -2.02 -1.48
H10 -4.19 -3.47 -0.58
H11 -3.52 -3.92 2.06
H12 -1.14 -2.66 2.34
Te1 1.10 -2.66 -1.93
C22 1.01 -4.54 -1.04
C23 2.07 -5.37 -0.81
C24 1.69 -6.64 -0.29
C25 0.34 -6.75 -0.14
S1 -0.46 -5.32 -0.63
H13 3.09 -5.07 -0.99
H14 2.38 -7.42 -0.03
H15 -0.22 -7.60 0.24
C26 -5.66 2.02 -3.05
C27 -4.58 1.16 -2.41
N7 -4.28 1.58 -1.03
C28 -3.01 1.64 -0.53
S2 -2.63 0.99 0.97
N8 -2.06 2.24 -1.26
C29 -2.20 3.08 -2.43
C30 -1.26 4.27 -2.33
H16 -5.87 1.67 -4.06
H17 -5.35 3.06 -3.10
H18 -6.58 1.97 -2.47
H19 -3.66 1.17 -2.99
H20 -4.90 0.12 -2.39
H21 -4.89 1.18 -0.34
H22 -1.12 2.06 -0.92
H23 -3.23 3.41 -2.50
H24 -1.98 2.50 -3.34
H25 -1.51 4.89 -1.47
H26 -1.32 4.88 -3.23
H27 -0.23 3.93 -2.22